Record 1
# C2H2N4OS

A single C2H2N4OS molecule (wB97M-V/def2-TZVPD, the OMol25 dataset).

HOMO-LUMO gap: 8.156 eV
largest force on an atom: 0.877 eV Å⁻¹
E: -20945.7967 eV
SMILES: [O-][N+](=S)c1c[nH]nn1
highest occupied orbital energy: -9.540 eV
energy relative to the best compared isomer or geometry (same formula, charge and spin): 207.9 kJ/mol

XYZ file:
```
10
Properties=species:S:1:pos:R:3:mulliken_charge:R:1
S -0.947 2.653 -0.369 -0.19
O -2.562 0.681 -0.626 -0.47
N -0.785 -1.262 -0.105 -0.08
N -1.430 1.071 -0.386 0.49
N 1.284 -1.074 0.349 0.24
N 0.269 -1.947 0.172 -0.60
C 0.883 0.196 0.188 -0.42
C -0.449 0.053 -0.108 0.39
H 2.215 -1.428 0.597 0.24
H 1.522 1.057 0.288 0.41
```

Record 2
# C2H2N4OS

A single C2H2N4OS molecule at a distorted geometry (wB97M-V/def2-TZVPD, the OMol25 dataset).

HOMO-LUMO gap: 8.229 eV
largest force on an atom: 3.974 eV Å⁻¹
E: -20946.4778 eV
SMILES: O=c1nnn(C=S)[nH]1
highest occupied orbital energy: -9.728 eV
energy relative to the best compared isomer or geometry (same formula, charge and spin): 142.2 kJ/mol

XYZ file:
```
10
Properties=species:S:1:pos:R:3:mulliken_charge:R:1
S 2.015 -0.363 -1.661 -0.28
O -1.663 2.027 1.375 -0.48
N 0.154 -0.517 0.082 0.69
N -0.909 -1.152 0.691 -0.30
N -1.796 -0.340 1.181 -0.29
N -0.199 0.795 0.069 -0.36
C 1.053 -1.215 -0.624 0.01
C -1.258 1.003 0.951 0.40
H 0.392 1.683 -0.205 0.31
H 1.154 -2.324 -0.343 0.31
```

Record 3
# C2H2N5

A molecular structure, C2H2N5 at a distorted geometry (wB97M-V/def2-TZVPD, the OMol25 dataset).

HOMO-LUMO gap: 8.892 eV
largest force on an atom: 3.316 eV Å⁻¹
E: -9542.2919 eV
total charge: +1
highest occupied orbital energy: -15.074 eV
energy relative to the best compared isomer or geometry (same formula, charge and spin): 455.5 kJ/mol

XYZ file:
```
9
Properties=species:S:1:pos:R:3:mulliken_charge:R:1
N 0.579 0.964 0.341 0.51
N -1.675 -0.966 0.183 0.74
N -1.432 -1.721 -0.599 -0.25
N -0.341 1.164 0.968 -0.46
N -1.656 -0.073 0.989 -0.39
C 1.464 0.474 -0.437 0.53
C 2.362 0.097 -1.160 -0.40
H 3.144 -0.248 -1.781 0.43
H -2.444 0.310 1.498 0.30
```

Record 4
# C2H2N5

A molecular structure, C2H2N5 at a distorted geometry (wB97M-V/def2-TZVPD, the OMol25 dataset).

HOMO-LUMO gap: 8.822 eV
largest force on an atom: 7.551 eV Å⁻¹
E: -9543.9446 eV
total charge: +1
highest occupied orbital energy: -15.591 eV
energy relative to the best compared isomer or geometry (same formula, charge and spin): 296.1 kJ/mol

XYZ file:
```
9
Properties=species:S:1:pos:R:3:mulliken_charge:R:1
N 1.211 0.834 0.529 -0.39
N -1.767 -0.580 -0.839 0.59
N -2.591 -1.112 -1.325 -0.29
N 0.442 -1.285 0.427 -0.34
N 1.254 -0.424 0.875 0.45
C -0.708 -0.041 -0.371 0.46
C 0.100 1.047 -0.213 -0.18
H 2.060 -0.554 1.494 0.33
H -0.001 2.114 -0.576 0.38
```